Computed, not measured: a cluster of 2 separate species, C5H8O2 in total, with ωB97M-V/def2-TZVPD.

Values from the calculation:
DFT total energy   -345.59654 Ha
Energy above the lowest of the compared OMol25 structures with the same formula, charge and spin   547.2 kJ/mol
Highest occupied orbital energy   -8.178 eV
Lowest unoccupied orbital energy   0.8315 eV
SMILES   C1=CO[C@@H]2C[C@@H]2O1.[H][H]
HOMO-LUMO gap   9.01 eV

```
15
Properties=species:S:1:pos:R:3:forces:R:3:lowdin_charge:R:1
C 0.18950 0.48049 1.28575 0.03 0.17 -0.27 -0.165
C -0.84901 0.79181 0.43165 0.31 -0.27 -0.10 -0.227
O -0.46514 1.15393 -0.84583 0.04 -0.21 -0.34 -0.033
C 0.35475 0.21485 -1.45276 0.34 -0.21 -0.47 -0.257
C 0.12685 -1.24094 -1.16393 0.00 -0.20 0.00 -0.009
C 1.29004 -0.49428 -0.53398 0.30 0.05 -0.31 -0.209
O 1.32365 -0.05210 0.80242 0.30 0.47 -0.29 0.011
H 0.35973 0.82752 2.29767 -0.41 -0.73 0.03 0.105
H -1.83388 0.34077 0.44306 -0.06 0.81 0.35 0.099
H 0.67289 0.56872 -2.42264 0.04 -0.20 -0.10 0.152
H -0.71963 -1.54928 -0.55769 0.18 0.15 -0.09 0.114
H 0.37947 -1.93050 -1.96161 0.07 -0.03 0.19 0.108
H 2.29756 -0.74952 -0.82441 -0.04 -0.01 -0.14 0.150
H -1.66046 1.12261 2.03520 -0.40 -0.19 1.11 0.073
H -1.46633 0.51594 2.46711 -0.71 0.39 0.44 0.087
```
Positions in Å, forces in eV/Å.

---

Computed, not measured: an isolated molecule of C5H14N2O, with ωB97M-V/def2-TZVPD.

Values from the calculation:
DFT total energy   -383.55729 Ha
Energy above the lowest of the compared OMol25 structures with the same formula, charge and spin   376.5 kJ/mol
Highest occupied orbital energy   -8.319 eV
Lowest unoccupied orbital energy   0.9299 eV
SMILES   CN(C)NC(C)(C)O
HOMO-LUMO gap   9.25 eV

```
22
Properties=species:S:1:pos:R:3:forces:R:3:lowdin_charge:R:1
C -0.97772 -0.42473 1.99721 0.23 -2.23 -1.30 -0.093
N -0.80764 0.47678 0.87291 0.09 0.23 0.00 -0.305
C -1.21119 1.83586 1.08708 -2.62 -1.41 -1.16 -0.078
N 0.50251 0.38395 0.34681 1.60 0.00 -1.16 0.015
C 0.65570 -0.11961 -1.05387 -0.97 -2.37 1.24 -0.631
C -0.04750 -1.49783 -1.16091 -0.70 0.81 4.38 -0.031
C 2.09654 -0.51201 -1.27837 0.66 1.51 -0.51 -0.036
O 0.12969 0.75953 -2.01311 0.71 0.12 -0.06 0.013
H -0.24094 -0.43815 2.86381 -0.40 0.23 -1.28 0.093
H -1.97199 -0.25927 2.41855 0.02 -0.24 -0.17 0.071
H -0.95525 -1.40532 1.34076 -0.06 1.08 2.60 0.094
H -0.38960 2.35575 1.34407 2.54 2.63 0.99 0.044
H -1.73676 2.19347 0.23181 0.50 0.70 -1.45 0.074
H -2.04525 2.00425 1.73864 -0.02 -0.63 1.42 0.083
H 1.05485 1.26334 0.35028 -0.85 -0.43 0.58 0.128
H 0.57659 -2.27187 -0.67020 -0.46 0.40 -0.33 0.089
H -0.11510 -1.67961 -2.15497 -0.75 -0.92 -2.99 0.045
H -1.01662 -1.48053 -0.56366 0.82 -0.06 -1.42 0.085
H 2.27032 -1.34929 -0.64258 0.49 -0.16 0.82 0.059
H 2.69459 0.36659 -0.95778 0.40 -0.70 -0.62 0.092
H 2.33280 -0.93070 -2.29188 -0.37 1.08 0.61 0.112
H -0.79802 0.72938 -1.80461 -0.87 0.35 -0.19 0.080
```
Positions in Å, forces in eV/Å.

---

Computed, not measured: a structure of composition C53H42LaN12O9S2, with ωB97M-V/def2-TZVPD.

Values from the calculation:
DFT total energy   -4207.31996 Ha
Net charge   -1
Energy above the lowest of the compared OMol25 structures with the same formula, charge and spin   0.0 kJ/mol
Highest occupied orbital energy   -4.914 eV
Lowest unoccupied orbital energy   0.3782 eV
HOMO-LUMO gap   5.29 eV

```
119
Properties=species:S:1:pos:R:3:forces:R:3:lowdin_charge:R:1
La -19.08532 -12.43894 -4.45723 0.11 -0.38 -0.63 2.061
O -18.06475 -4.84724 -3.34609 -0.68 -0.59 -0.68 -0.039
C -18.74041 -5.37058 -4.26834 0.98 1.08 0.61 -0.660
O -19.35625 -4.82194 -5.21406 -0.10 -0.25 0.22 -0.065
C -18.70908 -6.89976 -4.31725 -0.13 -0.12 -0.30 -0.092
C -17.76943 -7.66902 -3.67106 0.05 -0.58 0.39 0.060
C -17.76419 -9.05613 -3.86265 0.71 -0.05 0.22 -0.184
N -18.57851 -9.68676 -4.71614 -0.14 0.21 0.24 0.083
C -19.48444 -8.92541 -5.35466 0.27 -0.42 -0.77 -0.184
C -19.58043 -7.56191 -5.15693 -0.51 0.07 -0.08 0.030
C -20.24936 -9.59383 -6.46677 0.02 -0.28 1.27 -0.192
C -21.05317 -8.84230 -7.29627 0.40 1.35 -0.20 -0.009
C -21.69365 -9.43084 -8.35963 0.19 0.86 -0.07 -0.052
C -21.55663 -10.77865 -8.49469 -0.49 -1.07 -0.64 -0.069
C -20.81641 -11.50087 -7.58530 0.27 -0.17 0.49 -0.125
N -20.14802 -10.93048 -6.57087 -0.19 0.13 -0.44 0.062
C -16.75674 -9.90994 -3.12713 -0.14 1.04 -0.21 -0.192
C -15.54523 -9.34917 -2.67118 -0.77 0.14 -0.58 -0.003
C -14.65599 -10.14353 -1.99706 0.01 -0.31 0.08 -0.059
C -15.02104 -11.45397 -1.74560 0.60 -0.59 0.25 -0.045
C -16.22517 -11.90868 -2.23137 -0.05 -1.64 0.19 -0.148
N -17.07165 -11.18950 -2.93406 -0.39 0.94 -0.27 0.041
H -17.08809 -7.19325 -2.98146 0.01 0.07 -0.02 0.117
H -20.31719 -6.94350 -5.65506 0.15 -0.12 0.01 0.113
H -21.04869 -7.75169 -7.17987 -0.20 -0.64 -0.11 0.110
H -22.19693 -8.80370 -9.08771 -0.19 -0.21 0.09 0.115
H -22.04281 -11.32193 -9.29502 0.00 0.02 -0.06 0.107
H -20.76074 -12.58477 -7.65326 0.09 0.37 0.05 0.084
H -15.29224 -8.32150 -2.90306 -0.13 -0.10 0.00 0.115
H -13.69485 -9.75565 -1.70634 0.17 0.04 0.16 0.108
H -14.35547 -12.16675 -1.25083 -0.25 0.36 -0.06 0.114
H -16.54517 -12.95478 -2.12498 0.45 0.40 0.21 0.097
C -20.61476 -15.89541 -7.30095 -0.32 -0.70 -0.31 -0.021
C -20.85824 -14.63050 -6.51882 1.33 -0.67 0.46 -0.520
O -19.80524 -13.89624 -6.36247 0.31 0.37 0.20 -0.303
C -22.06553 -14.42113 -5.96323 -1.89 -0.07 0.09 -0.048
C -22.51993 -13.52542 -4.92941 1.39 -0.01 0.21 -0.325
C -23.97148 -13.56185 -4.56543 -0.80 0.19 -0.90 -0.049
N -21.65130 -12.83334 -4.24344 -0.97 0.32 0.52 -0.061
N -22.23869 -12.28730 -3.07706 -0.25 0.06 -0.13 0.057
C -21.38530 -11.70048 -2.29964 -1.08 -0.04 0.41 -0.516
O -20.16106 -11.50731 -2.54817 1.94 0.17 -0.46 -0.263
C -21.85339 -11.24568 -0.94310 -0.79 -0.88 -0.27 -0.134
C -20.98038 -10.67761 -0.03981 0.19 0.23 -0.12 -0.038
C -21.40573 -10.32415 1.22952 -0.11 -0.26 -0.17 -0.087
C -22.70551 -10.60355 1.60885 0.53 0.26 0.02 -0.110
C -23.58888 -11.17165 0.71367 -0.89 0.19 -0.07 -0.102
C -23.17252 -11.50717 -0.54996 0.09 0.04 -1.25 -0.034
H -20.27661 -15.66827 -8.29796 -0.06 0.29 -0.64 0.035
H -21.49354 -16.55379 -7.39384 0.25 0.34 0.13 0.083
H -19.78263 -16.48808 -6.90873 -0.15 0.22 0.50 0.091
H -22.85049 -15.13039 -6.18720 0.13 -0.20 -0.37 0.089
H -24.15019 -13.84375 -3.55158 0.15 -0.27 0.77 0.061
H -24.58858 -14.21308 -5.21518 0.63 0.22 0.15 0.077
H -24.38899 -12.55587 -4.64741 0.07 0.07 0.01 0.080
H -19.97010 -10.49359 -0.34945 0.35 0.10 -0.15 0.105
H -20.72787 -9.81823 1.89569 0.12 -0.01 0.23 0.096
H -23.00475 -10.34788 2.59752 -0.41 0.20 0.61 0.086
H -24.64720 -11.22962 0.96034 0.20 -0.33 0.15 0.100
H -23.82721 -11.92038 -1.33929 0.27 0.20 0.78 0.113
O -18.50606 -16.83406 -3.42859 0.20 -0.23 0.20 -0.293
S -18.54038 -15.44912 -3.04827 -0.05 0.33 -0.05 0.563
O -19.82556 -14.76402 -3.16839 0.22 0.12 0.17 -0.392
N -17.56451 -14.48753 -3.84273 1.00 -0.35 -0.08 -0.259
C -16.23664 -14.84778 -4.17544 -1.05 0.43 0.13 -0.250
C -15.59602 -16.02364 -3.86138 -0.07 -0.40 0.41 -0.032
C -14.25364 -16.22804 -4.22675 0.32 0.07 -0.55 -0.088
C -13.53132 -15.27975 -4.90310 0.29 -0.35 -0.10 -0.061
C -14.16564 -14.08162 -5.30615 -0.43 -0.11 0.75 -0.168
C -13.48924 -13.06678 -6.00321 0.57 0.08 -0.28 -0.020
C -14.16072 -11.94683 -6.39063 -0.92 0.18 0.15 -0.030
C -15.53209 -11.83209 -6.03544 -0.38 -0.35 0.28 -0.131
N -16.18279 -12.73827 -5.31746 0.01 0.64 -0.48 0.054
C -15.52452 -13.86164 -4.94260 0.46 -0.21 -0.08 -0.184
C -18.11029 -15.32656 -1.29978 -0.29 0.01 -0.19 -0.254
C -17.46615 -16.33055 -0.59818 0.28 -0.23 -0.46 -0.067
C -17.25253 -16.22095 0.76889 0.00 -0.32 0.29 -0.092
C -17.71178 -15.12094 1.47869 -0.18 0.72 -1.15 -0.072
C -18.32928 -14.08474 0.74597 0.03 -0.67 -0.35 -0.050
C -18.53579 -14.18641 -0.63321 0.30 -0.31 0.70 -0.064
H -16.10598 -16.82696 -3.31855 0.08 0.46 -0.33 0.095
H -13.80642 -17.19875 -4.05576 0.06 0.04 0.31 0.099
H -12.47821 -15.44960 -5.17234 -0.55 0.06 0.09 0.110
H -12.42343 -13.22121 -6.21946 -0.46 0.15 -0.03 0.120
H -13.75823 -11.13181 -6.96584 0.34 0.04 -0.09 0.096
H -16.13076 -10.98237 -6.38525 0.44 -0.24 0.17 0.088
H -17.10572 -17.20070 -1.13507 -0.16 -0.04 0.06 0.105
H -16.75960 -17.04444 1.28474 -0.06 0.22 -0.07 0.103
H -17.55329 -15.04548 2.54269 -0.09 0.05 0.11 0.096
H -18.73003 -13.20666 1.20277 -0.02 0.40 0.55 0.094
H -19.04560 -13.40863 -1.17758 -0.18 0.24 0.04 0.091
N -20.15499 -4.99627 -8.87052 -0.41 -0.19 -0.10 0.116
C -19.36881 -6.13516 -8.90616 0.97 -0.08 -0.26 -0.309
C -18.40245 -6.33630 -7.90045 -0.32 -0.68 -0.66 -0.012
C -17.49329 -7.37549 -8.03056 -0.15 0.32 0.72 -0.050
C -17.51529 -8.20017 -9.13539 1.19 -0.85 0.34 -0.296
C -18.42451 -8.01487 -10.14242 -0.39 0.17 -0.49 -0.094
C -19.35362 -7.00933 -10.02003 -0.70 0.90 0.16 -0.039
S -16.30329 -9.51112 -9.21932 0.16 0.54 -0.82 0.647
O -15.77385 -9.60400 -10.58133 -0.48 0.19 1.41 -0.318
O -15.41304 -9.33397 -8.09158 -0.06 0.12 -0.68 -0.332
N -17.04774 -10.90667 -8.87722 -0.36 -0.42 -0.13 -0.020
C -17.96823 -11.50222 -9.54707 0.15 0.17 -0.23 -0.376
N -18.13195 -12.84665 -9.22411 0.39 -0.98 0.88 0.031
C -18.89877 -13.72864 -9.88614 -0.36 0.91 -0.92 -0.044
C -19.58406 -13.23941 -10.97776 -0.63 -1.60 0.18 -0.042
C -19.49745 -11.84347 -11.22027 -0.71 -0.44 -0.19 -0.133
N -18.77644 -11.00268 -10.55256 0.61 -0.05 0.40 0.164
H -20.13671 -4.45955 -8.01747 -0.01 -0.13 0.17 0.091
H -21.04669 -4.99147 -9.34909 0.31 -0.11 0.10 0.090
H -18.43443 -5.74869 -7.00672 0.07 0.49 0.33 0.083
H -16.76223 -7.55650 -7.24579 -0.12 0.05 -0.14 0.116
H -18.38195 -8.63141 -11.02397 -0.10 -0.05 -0.05 0.095
H -20.07170 -6.81949 -10.81523 0.11 -0.09 -0.01 0.106
H -18.91679 -14.74080 -9.48264 0.03 0.27 -0.24 0.113
H -20.27507 -13.90994 -11.55896 0.90 0.94 0.67 0.120
H -20.17107 -11.44360 -11.98798 0.40 0.10 0.14 0.121
O -17.07926 -14.47443 -8.03105 -0.90 2.52 -0.22 0.094
N -17.35699 -13.32182 -7.98199 0.35 -2.05 -0.21 0.115
```
Positions in Å, forces in eV/Å.

---

Number 2 is which compound?
C5H14N2O